Record 1
Density functional theory data (wB97M-V/def2-TZVPD) for C6H12O2Rb as an isolated structure.

The geometry in XYZ format:
```
21
Properties=species:S:1:pos:R:3:nbo_charge:R:1
Rb 0.911 0.201 -1.269 0.99
C -1.176 -4.353 -0.978 -0.73
C -0.590 -3.166 -1.681 0.63
O 0.408 -2.620 -1.258 -0.63
C -1.244 -2.736 -2.965 -0.73
H -2.249 -4.247 -0.827 0.24
H -0.662 -4.516 -0.037 0.25
H -1.025 -5.221 -1.630 0.25
H -2.276 -3.074 -3.029 0.24
H -0.688 -3.182 -3.795 0.26
H -1.198 -1.657 -3.105 0.21
C 2.211 3.097 2.210 -0.72
C 0.868 3.120 1.539 0.64
O 0.632 2.465 0.535 -0.65
C -0.182 3.989 2.157 -0.73
H 2.687 4.069 2.044 0.25
H 2.845 2.315 1.803 0.23
H 2.097 2.998 3.289 0.25
H -0.943 4.254 1.428 0.25
H 0.243 4.871 2.629 0.24
H -0.669 3.395 2.940 0.25
```

Calculated values
- E (eV) = -11162.5658
- energy above the lowest of the compared OMol25 structures with the same formula, charge and spin (kJ/mol) = 0.00
- net charge = +1
- LUMO (eV) = -3.144
- frontier orbital gap (Ha) = 0.371

***

Record 2
Density functional theory data (wB97M-V/def2-TZVPD) for C25H28BN3O9OsP as an isolated structure.

The geometry in XYZ format:
```
68
Properties=species:S:1:pos:R:3:nbo_charge:R:1
Os 1.115 -0.173 -0.585 1.41
O 1.861 2.921 -2.811 -0.50
C 1.054 2.290 -2.195 0.78
O 1.255 0.938 -2.100 -0.62
C -0.158 2.842 -1.568 -0.31
C -0.630 4.069 -2.032 -0.07
C -1.797 4.576 -1.501 -0.03
C -2.512 3.914 -0.515 -0.11
C -2.006 2.721 -0.033 -0.07
C -0.822 2.150 -0.538 0.48
O -0.425 0.979 -0.103 -0.73
N -2.762 2.068 1.032 0.54
O -2.131 1.591 1.957 -0.41
O -3.963 2.068 0.933 -0.33
N -2.310 5.865 -1.999 0.54
O -1.642 6.432 -2.832 -0.35
O -3.357 6.254 -1.536 -0.36
H -0.095 4.602 -2.806 0.28
H -3.436 4.324 -0.134 0.29
C 1.039 1.214 2.348 -0.27
O 1.544 0.081 1.621 -0.50
C 2.937 -0.167 1.828 -0.09
C 3.731 0.820 0.994 -0.09
O 3.299 0.626 -0.346 -0.58
C 4.117 1.271 -1.339 -0.25
H 1.350 1.111 3.389 0.21
H -0.041 1.193 2.279 0.26
H 1.425 2.147 1.934 0.19
H 3.104 -1.188 1.481 0.23
H 3.189 -0.108 2.888 0.22
H 4.801 0.627 1.098 0.22
H 3.543 1.859 1.285 0.19
H 5.145 0.929 -1.209 0.20
H 4.047 2.355 -1.248 0.20
H 3.750 0.960 -2.310 0.23
B 3.963 -3.800 -1.475 -0.61
C 2.995 -2.616 -1.221 0.55
N 2.284 -1.730 -0.999 -0.68
H 3.520 -4.704 -0.811 0.05
H 5.035 -3.413 -1.101 0.05
H 3.901 -4.015 -2.654 0.06
C -0.369 -3.225 -1.438 -0.96
P -0.610 -1.797 -0.356 1.25
C -2.262 -1.199 -0.706 -0.32
C -3.344 -1.637 0.052 -0.21
C -4.626 -1.221 -0.277 -0.18
C -4.827 -0.382 -1.361 -0.16
C -3.749 0.042 -2.129 -0.20
C -2.467 -0.362 -1.802 -0.21
C -0.440 -2.318 1.348 -0.45
C 0.277 -3.477 1.650 -0.12
C 0.446 -3.853 2.974 -0.22
C -0.094 -3.075 3.987 -0.16
C -0.803 -1.919 3.687 -0.20
C -0.969 -1.531 2.371 -0.19
H -1.121 -3.974 -1.179 0.27
H 0.625 -3.653 -1.360 0.27
H -0.535 -2.899 -2.465 0.27
H -3.197 -2.292 0.901 0.23
H -5.463 -1.551 0.319 0.23
H -5.825 -0.053 -1.609 0.24
H -3.908 0.692 -2.977 0.23
H -1.631 -0.024 -2.408 0.22
H 0.703 -4.091 0.868 0.22
H 0.992 -4.754 3.209 0.24
H 0.035 -3.375 5.018 0.23
H -1.228 -1.322 4.479 0.23
H -1.524 -0.634 2.137 0.25
```

Calculated values
- E (eV) = -61695.3689
- net charge = +1
- LUMO (eV) = -6.186
- frontier orbital gap (Ha) = 0.213

***

Record 3
Density functional theory data (wB97M-V/def2-TZVPD) for an isolated ion of composition C7H10N and charge +1.

The geometry in XYZ format:
```
18
Properties=species:S:1:pos:R:3:nbo_charge:R:1
C 0.675 -0.241 -1.236 -0.28
C -0.234 -0.970 -0.365 -0.10
C -0.937 -2.768 -1.878 -0.04
C -0.312 -0.871 0.957 -0.11
C -1.156 -1.862 -1.033 -0.36
C 0.932 1.025 -1.479 0.26
C 0.638 0.013 1.663 -0.65
N 0.363 2.172 -0.795 -0.76
H 1.112 -1.031 -1.767 0.27
H -0.982 -3.665 -2.458 0.24
H -1.054 -1.384 1.546 0.23
H -2.093 -1.464 -0.600 0.24
H 1.085 -0.568 2.447 0.26
H 0.047 0.804 1.985 0.20
H 1.328 0.422 1.007 0.19
H -0.223 1.864 -0.011 0.46
H -0.161 2.766 -1.502 0.47
H 1.096 2.817 -0.395 0.46
```

Calculated values
- E (eV) = -8896.6034
- energy above the lowest of the compared OMol25 structures with the same formula, charge and spin (kJ/mol) = 674.41
- net charge = +1
- LUMO (alpha / beta) (eV) = -3.841 / -5.987
- frontier orbital gap (alpha / beta) (Ha) = 0.331 / 0.205

***

Record 4
Density functional theory data (wB97M-V/def2-TZVPD) for a 4-piece molecular cluster, C15H30ClN5O overall.

The geometry in XYZ format:
```
52
Properties=species:S:1:pos:R:3:nbo_charge:R:1
C -4.467 -12.075 1.584 -0.74
C -3.408 -11.062 1.794 0.70
O -2.844 -10.956 2.871 -0.42
N -3.172 -10.086 0.640 -0.58
H -3.419 -10.397 -0.289 0.45
H -3.889 -9.380 0.729 0.44
C -1.745 -9.508 0.629 -0.41
H -4.390 -12.935 2.249 0.29
H -4.447 -12.513 0.586 0.25
H -5.421 -11.553 1.652 0.27
H -1.588 -8.809 -0.193 0.26
H -1.319 -10.504 0.511 0.23
H -1.404 -9.018 1.541 0.26
C 4.509 8.791 -3.081 -0.62
C 4.294 7.930 -4.286 -0.23
N 3.615 6.707 -3.800 -0.29
C 2.321 6.715 -3.393 -0.03
C 1.994 5.449 -3.077 -0.05
N 3.036 4.537 -3.315 -0.28
C 4.065 5.364 -3.755 0.26
C 2.994 3.100 -3.267 -0.42
H 3.601 8.995 -2.515 0.21
H 4.892 9.766 -3.385 0.25
H 5.314 8.442 -2.434 0.23
H 5.310 7.843 -4.671 0.25
H 3.704 8.406 -5.070 0.24
H 1.723 7.613 -3.336 0.26
H 1.170 4.982 -2.557 0.24
H 5.054 5.005 -4.001 0.25
H 3.016 2.822 -2.213 0.23
H 3.865 2.660 -3.754 0.25
H 2.107 2.760 -3.801 0.25
C 0.761 3.173 3.078 -0.62
C 0.648 1.759 3.698 -0.22
N -0.752 1.347 3.372 -0.29
C -1.837 1.683 3.997 -0.02
C -3.000 1.178 3.446 -0.05
N -2.572 0.329 2.379 -0.27
C -1.140 0.501 2.305 0.21
C -3.450 -0.521 1.586 -0.41
H 1.788 3.539 3.110 0.24
H -0.006 3.830 3.487 0.22
H 0.455 3.193 2.032 0.22
H 0.832 1.530 4.748 0.25
H 1.404 1.238 3.112 0.24
H -1.743 2.332 4.854 0.25
H -4.039 1.389 3.652 0.26
H -0.621 -0.028 1.519 0.26
H -3.447 0.059 0.664 0.24
H -4.426 -0.611 2.063 0.24
H -3.027 -1.521 1.480 0.25
Cl -0.902 -3.490 -3.178 -1.00
```

Calculated values
- E (eV) = -38043.5216
- net charge = +2
- LUMO (eV) = -4.663
- frontier orbital gap (Ha) = 0.145

***

> net charge of number 3 (C7H10N)?

+1

***

Copy entry 4 word for word.
Density functional theory data (wB97M-V/def2-TZVPD) for a 4-piece molecular cluster, C15H30ClN5O overall.

The geometry in XYZ format:
```
52
Properties=species:S:1:pos:R:3:nbo_charge:R:1
C -4.467 -12.075 1.584 -0.74
C -3.408 -11.062 1.794 0.70
O -2.844 -10.956 2.871 -0.42
N -3.172 -10.086 0.640 -0.58
H -3.419 -10.397 -0.289 0.45
H -3.889 -9.380 0.729 0.44
C -1.745 -9.508 0.629 -0.41
H -4.390 -12.935 2.249 0.29
H -4.447 -12.513 0.586 0.25
H -5.421 -11.553 1.652 0.27
H -1.588 -8.809 -0.193 0.26
H -1.319 -10.504 0.511 0.23
H -1.404 -9.018 1.541 0.26
C 4.509 8.791 -3.081 -0.62
C 4.294 7.930 -4.286 -0.23
N 3.615 6.707 -3.800 -0.29
C 2.321 6.715 -3.393 -0.03
C 1.994 5.449 -3.077 -0.05
N 3.036 4.537 -3.315 -0.28
C 4.065 5.364 -3.755 0.26
C 2.994 3.100 -3.267 -0.42
H 3.601 8.995 -2.515 0.21
H 4.892 9.766 -3.385 0.25
H 5.314 8.442 -2.434 0.23
H 5.310 7.843 -4.671 0.25
H 3.704 8.406 -5.070 0.24
H 1.723 7.613 -3.336 0.26
H 1.170 4.982 -2.557 0.24
H 5.054 5.005 -4.001 0.25
H 3.016 2.822 -2.213 0.23
H 3.865 2.660 -3.754 0.25
H 2.107 2.760 -3.801 0.25
C 0.761 3.173 3.078 -0.62
C 0.648 1.759 3.698 -0.22
N -0.752 1.347 3.372 -0.29
C -1.837 1.683 3.997 -0.02
C -3.000 1.178 3.446 -0.05
N -2.572 0.329 2.379 -0.27
C -1.140 0.501 2.305 0.21
C -3.450 -0.521 1.586 -0.41
H 1.788 3.539 3.110 0.24
H -0.006 3.830 3.487 0.22
H 0.455 3.193 2.032 0.22
H 0.832 1.530 4.748 0.25
H 1.404 1.238 3.112 0.24
H -1.743 2.332 4.854 0.25
H -4.039 1.389 3.652 0.26
H -0.621 -0.028 1.519 0.26
H -3.447 0.059 0.664 0.24
H -4.426 -0.611 2.063 0.24
H -3.027 -1.521 1.480 0.25
Cl -0.902 -3.490 -3.178 -1.00
```

Calculated values
- E (eV) = -38043.5216
- net charge = +2
- LUMO (eV) = -4.663
- frontier orbital gap (Ha) = 0.145

***

> Which of these has the highest net charge?

C15H30ClN5O